No. 1
Formula: C35H28NOS
Source: the OMol25 dataset
Level of theory: the ωB97M-V functional and the def2-TZVPD basis

Output
HOMO level = -0.3213 Ha
total charge = +1
orbital gap = 0.116 Ha
DFT total energy = -1878.401211 Ha

Each line ends with the Löwdin charge.
Positions of all 66 atoms, in Å:
C1 -2.24264 0.75397 -1.40280  -0.007
O1 -0.85132 0.34699 -1.39551  -0.088
C2 -0.52216 -0.87985 -0.98872  -0.293
C3 -1.59078 -1.88544 -0.85637  -0.229
C4 -1.78557 -2.55686 0.36996  -0.028
C5 -2.73196 -3.58990 0.44113  -0.073
C6 -3.51760 -3.91921 -0.67092  -0.072
C7 -3.40628 -3.17115 -1.85298  -0.064
C8 -2.41521 -2.19970 -1.97053  -0.061
C9 0.82260 -1.26744 -1.15228  -0.395
N1 1.26999 -2.54732 -1.43720  -0.084
C10 0.44056 -3.62981 -1.93784  0.002
C11 2.66067 -2.71342 -1.37299  -0.225
C12 3.30779 -1.51717 -1.07499  -0.432
C13 4.69959 -1.47713 -0.97748  -0.082
C14 5.43568 -2.60954 -1.33490  -0.083
C15 4.78694 -3.79840 -1.71136  -0.069
C16 3.39081 -3.87961 -1.66667  -0.009
S1 2.16603 -0.19305 -0.91825  1.133
H1 -2.22067 1.80493 -1.69336  0.094
H2 -2.84326 0.19096 -2.12564  0.089
H3 -2.66967 0.63721 -0.39614  0.110
H4 -1.17983 -2.23321 1.22616  0.115
H5 -2.87379 -4.12890 1.38114  0.108
H6 -4.23360 -4.75108 -0.61499  0.112
H7 -4.09944 -3.33057 -2.68515  0.113
H8 -2.25470 -1.67292 -2.92387  0.131
H9 1.09198 -4.46092 -2.23919  0.080
H10 -0.24860 -4.00675 -1.16524  0.097
H11 -0.13036 -3.29812 -2.82049  0.110
H12 5.16218 -0.55811 -0.62347  0.108
H13 6.52358 -2.57219 -1.31750  0.107
H14 5.37642 -4.66208 -2.02753  0.112
H15 2.89546 -4.83268 -1.86693  0.105
C17 -0.16654 1.85381 0.97567  0.027
C18 1.15611 1.58905 1.45125  -0.203
C19 1.33187 0.45442 2.26622  -0.044
C20 2.52535 0.23971 2.93722  -0.041
C21 3.63089 1.07447 2.69614  -0.033
C22 3.48203 2.20302 1.87847  -0.048
C23 2.26870 2.45064 1.24293  -0.014
C24 -0.40141 2.84934 -0.03874  -0.150
C25 -1.67724 3.45949 0.20804  -0.125
C26 -2.13753 4.51127 -0.57525  0.007
C27 -1.37162 4.90724 -1.67783  -0.032
C28 -0.12875 4.29546 -1.93230  -0.036
C29 0.37218 3.28245 -1.10528  -0.005
C30 -2.27176 2.80489 1.35532  -0.113
C31 -1.34883 1.81433 1.84662  -0.080
C32 -1.66064 1.19770 3.06552  0.019
C33 -2.86352 1.52107 3.72133  -0.044
C34 -3.75200 2.48032 3.20699  -0.032
C35 -3.44614 3.13717 2.01450  0.009
H16 0.49488 -0.23603 2.35181  0.107
H17 2.59845 -0.58569 3.65572  0.121
H18 4.59027 0.85083 3.17592  0.121
H19 4.31768 2.89752 1.72673  0.121
H20 2.17069 3.33629 0.62481  0.113
H21 -3.07516 4.99502 -0.30019  0.121
H22 -1.74096 5.69654 -2.33824  0.118
H23 0.43934 4.59161 -2.81295  0.114
H24 1.32972 2.80758 -1.30572  0.108
H25 -0.98804 0.45870 3.49525  0.106
H26 -3.13389 1.00971 4.64900  0.115
H27 -4.66972 2.74353 3.73584  0.119
H28 -4.08724 3.91696 1.60810  0.121

---

No. 2
Formula: C4H8ClN3
Source: the OMol25 dataset
Level of theory: the ωB97M-V functional and the def2-TZVPD basis

Output
HOMO level = -0.3180 Ha
relative energy (zero: lowest compared OMol25 entry of this formula, charge and spin) = 124.2 kJ/mol
SMILES string = ClN=C1NCCCN1
orbital gap = 0.345 Ha
DFT total energy = -781.627340 Ha

Each line ends with the Löwdin charge.
Positions of all 16 atoms, in Å:
Cl1 -1.29093 3.15217 -2.73026  0.515
N1 -2.01897 2.04392 -1.59896  -0.352
C1 -1.19262 1.28110 -0.96539  -0.578
N2 -1.73276 0.33838 -0.14007  0.023
C2 -0.82209 -0.26720 0.88750  -0.175
C3 0.33156 -0.86698 0.08646  -0.189
C4 1.09738 0.28100 -0.54996  -0.218
N3 0.15097 1.08460 -1.30643  0.028
H1 -2.37671 0.93643 0.36259  0.120
H2 -1.54565 -0.96828 1.40438  0.127
H3 -0.47888 0.52223 1.69175  0.148
H4 0.88308 -1.59641 0.66040  0.106
H5 0.00341 -1.41348 -0.79072  0.115
H6 1.65477 0.87825 0.18496  0.106
H7 1.98052 -0.11890 -1.18837  0.144
H8 0.52027 1.75112 -2.00041  0.080